C4H5N3O | ωB97M-V/def2-TZVPD

```
13
Properties=species:S:1:pos:R:3:forces:R:3:lowdin_charge:R:1
C 0.444 -0.245 -1.614 -0.342 -0.865 -0.626 -0.11
N 1.365 -1.075 -1.209 -1.349 1.562 2.379 0.12
N 1.168 -1.129 0.414 -3.085 -0.008 -4.497 0.05
C -0.116 -0.407 0.423 3.160 -1.734 2.879 -0.35
C -0.680 0.396 1.617 1.558 -0.608 -0.277 -0.02
N -1.620 1.035 1.044 -0.974 1.379 3.001 0.04
O -1.624 0.726 -0.277 -2.772 1.917 -3.246 -0.07
C -0.288 0.629 -0.609 2.513 -3.483 -0.117 -0.31
H 0.109 -0.103 -2.627 0.935 -0.478 -0.792 0.11
H 1.920 -0.888 0.986 1.612 1.052 0.413 0.06
H -0.790 -1.120 -0.149 -0.016 -0.023 2.168 0.17
H -0.183 0.690 2.634 -1.640 -1.015 -1.923 0.16
H 0.296 1.491 -0.633 0.399 2.303 0.638 0.14
```
Forces are in eV/Å.

Computed properties:
LUMO level (eV): 0.8
Energy above the lowest of the compared OMol25 structures with the same formula, charge and spin (eV): 7.891
Charge: 0
E_HOMO (eV): -9.5
Gap between HOMO and LUMO (eV): 10.27

C18H52N11O9 | ωB97M-V/def2-TZVPD

```
90
Properties=species:S:1:pos:R:3:forces:R:3:lowdin_charge:R:1
C 1.513 -1.521 0.331 -0.062 -1.151 -2.801 0.02
C 0.438 -1.435 -0.772 5.158 0.713 2.516 -0.43
O 0.093 -0.262 -1.122 6.725 -11.463 0.126 -0.09
O -0.048 -2.473 -1.216 7.567 4.780 -5.723 0.02
H 2.092 -0.599 0.277 0.161 -2.444 -1.210 0.03
H 2.038 -2.476 0.294 0.194 0.556 0.133 0.11
H 0.914 -1.446 1.239 2.073 -0.931 -1.671 0.02
C 1.513 0.541 1.508 2.273 3.937 2.471 -0.05
C 1.922 1.996 2.084 -1.160 -1.808 -1.970 -0.35
C 2.009 2.139 3.584 0.066 -0.082 -1.607 -0.21
O 0.704 2.219 4.009 -0.851 0.813 2.453 -0.23
C 0.608 2.892 5.262 -0.433 0.466 0.256 -0.10
N 3.170 2.443 1.571 2.208 -0.194 0.018 0.04
H 2.466 0.032 1.372 0.133 0.797 1.561 0.09
H 1.139 0.605 0.486 0.088 0.673 2.123 0.04
H 0.866 0.012 2.207 0.551 0.851 -0.224 0.07
H 1.173 2.658 1.649 -0.748 0.309 0.702 0.14
H 2.547 3.084 3.661 0.109 0.174 0.860 0.12
H 2.545 1.326 4.073 0.315 -0.049 -0.008 0.14
H 0.815 2.322 6.168 1.139 -0.487 -0.223 0.10
H -0.421 3.148 5.515 0.486 0.333 -0.612 0.04
H 1.181 3.814 5.165 0.210 0.020 0.525 0.10
H 3.265 3.437 1.721 0.065 0.044 -0.164 0.08
H 3.387 2.269 0.600 -0.508 0.208 0.486 0.03
C 0.946 -0.881 -3.608 0.593 -1.133 -2.548 -0.04
C -0.129 0.224 -3.588 1.932 -0.339 0.374 -0.37
C -0.500 0.615 -5.029 -2.471 -0.668 0.442 -0.17
O -1.507 1.639 -5.161 0.459 0.563 0.764 -0.18
C -1.061 2.837 -4.563 0.598 0.181 -0.614 -0.12
N -1.201 -0.281 -2.765 -0.379 1.872 -7.276 0.04
H 1.610 -0.678 -4.448 0.223 0.047 -0.223 0.08
H 0.533 -1.860 -3.853 -0.541 -0.080 -0.315 0.08
H 1.656 -1.200 -2.846 -0.230 1.040 0.820 0.06
H 0.460 1.018 -3.130 -0.380 0.746 -0.057 0.11
H -1.153 -0.207 -5.320 0.772 -0.631 -0.740 0.13
H 0.295 0.876 -5.728 0.440 -0.348 0.246 0.12
H -0.002 2.945 -4.797 0.434 0.079 0.343 0.08
H -1.199 2.855 -3.482 -0.112 0.042 0.084 0.08
H -1.491 3.720 -5.036 -0.644 -0.212 0.105 0.08
H -1.738 0.448 -2.318 0.435 0.251 -2.000 0.08
H -0.730 -0.659 -1.956 -1.955 0.218 -4.897 -0.07
C -0.866 -1.469 1.806 0.489 -0.750 1.248 -0.07
C -1.828 -0.847 2.750 0.007 2.723 0.109 -0.35
C -1.428 0.708 2.921 1.348 -3.054 0.051 -0.21
O -2.454 1.393 3.528 0.019 0.772 0.993 -0.16
C -2.052 2.542 4.319 -2.252 -0.881 -1.841 -0.07
N -3.139 -0.892 2.153 -0.194 -0.756 0.287 0.08
H -0.912 -2.551 1.926 -0.287 -0.210 -0.828 0.12
H 0.189 -1.276 1.999 -2.181 0.085 2.201 0.03
H -0.983 -1.044 0.809 -0.413 -0.632 0.604 0.08
H -1.858 -1.358 3.712 0.280 0.110 0.232 0.13
H -1.141 1.086 1.940 -0.619 0.038 0.552 0.09
H -0.490 0.688 3.477 -0.418 0.156 0.498 0.10
H -1.200 3.059 3.879 -0.402 -0.261 0.075 0.08
H -1.957 2.251 5.366 0.183 -0.003 -0.081 0.09
H -2.959 3.130 4.174 0.190 0.623 0.588 0.10
H -2.971 -0.870 1.158 -0.816 0.388 -0.074 0.04
H -3.555 -0.027 2.468 -0.754 0.036 -0.577 0.07
C -2.709 -2.729 -1.637 -3.641 -2.491 -2.513 -0.74
O -3.958 -2.800 -1.632 0.742 0.617 -0.092 -0.02
N -1.955 -2.786 -0.600 -4.243 -1.831 6.457 0.15
N -1.935 -2.767 -2.729 -0.622 -1.074 -1.609 0.17
H -0.975 -2.567 -0.713 -4.380 -1.660 2.481 -0.16
H -2.389 -2.858 0.309 -0.423 0.033 -0.379 0.12
H -2.351 -2.711 -3.647 0.316 0.524 0.443 0.12
H -1.003 -2.492 -2.453 -0.680 -0.391 -2.210 0.04
C 2.050 -4.835 -0.461 -1.123 -3.961 4.874 -0.77
O 2.333 -5.824 0.263 0.822 0.440 -1.195 -0.04
N 2.831 -4.308 -1.338 3.242 1.241 -2.935 0.18
N 0.934 -4.208 -0.261 -1.713 -0.806 1.430 0.17
H 3.761 -4.701 -1.360 -0.210 0.281 -0.501 0.12
H 2.492 -3.614 -1.989 0.405 -0.272 0.044 0.11
H 0.333 -4.493 0.498 0.276 -0.395 -0.240 0.14
H 0.761 -3.284 -0.628 0.514 -2.294 0.281 -0.04
C 1.991 2.096 -1.135 -0.200 1.099 -0.559 -0.78
O 2.433 3.202 -1.126 1.300 3.755 -0.278 0.05
N 2.801 1.056 -1.092 3.141 -3.338 -0.193 0.17
N 0.759 1.728 -1.056 0.386 4.770 -1.637 0.13
H 3.773 1.204 -0.861 -0.163 -0.068 -0.532 0.13
H 2.548 0.156 -1.476 0.174 0.316 0.001 0.10
H -0.041 2.308 -1.266 0.920 0.240 -0.124 0.15
H 0.646 0.737 -0.896 2.534 2.986 -1.547 -0.09
C -2.185 0.766 -0.321 -5.058 4.281 3.367 -0.70
O -3.206 1.407 0.057 0.779 0.085 -0.683 0.00
N -0.976 1.071 0.016 -1.455 3.748 3.850 0.11
N -2.276 -0.302 -1.021 -3.409 -2.584 3.557 0.09
H -0.692 1.947 0.429 -1.053 -0.256 0.055 0.14
H -0.280 0.438 -0.353 -3.009 1.960 3.811 -0.13
H -1.416 -0.809 -0.871 -3.418 -0.562 0.098 0.07
H -3.210 -0.684 -1.071 0.136 -0.469 -0.085 0.15
```
Forces are in eV/Å.

Computed properties:
LUMO level (eV): 2.3
Energy above the lowest of the compared OMol25 structures with the same formula, charge and spin (eV): 25.521
Charge: -1
E_HOMO (eV): -5.4
Gap between HOMO and LUMO (eV): 7.71

C5H9INO | ωB97M-V/def2-TZVPD

```
17
Properties=species:S:1:pos:R:3:forces:R:3:lowdin_charge:R:1
C 1.980 -1.663 0.785 -0.726 -0.538 -2.612 0.04
C 1.532 -0.459 0.886 -3.034 2.410 0.529 -0.07
C 0.615 1.406 -0.877 1.002 -0.519 0.429 -0.68
C -0.195 2.159 -1.808 0.300 0.401 -1.576 -0.08
C -1.313 -0.931 0.888 2.139 0.266 2.267 -0.01
N 0.249 0.349 -0.273 3.672 -1.765 3.102 -0.07
O -0.991 -0.139 -0.290 -1.852 -0.233 -0.429 -0.07
I 2.608 2.090 -0.490 -0.893 -0.232 -0.463 1.05
H 2.469 -2.098 1.591 1.142 -0.387 1.534 0.08
H 1.867 -2.324 -0.079 -0.078 0.411 0.141 0.11
H 1.400 0.189 1.783 0.406 -0.483 -1.118 0.12
H 0.144 1.902 -2.858 -0.537 0.118 1.059 0.14
H 0.094 3.179 -1.672 -0.088 0.875 -0.109 0.06
H -1.261 2.060 -1.685 -0.282 -0.342 -0.009 0.10
H -1.605 -0.357 1.848 1.419 -0.047 -1.542 0.14
H -0.419 -1.606 0.976 -1.307 0.707 0.662 0.08
H -2.164 -1.549 0.894 -1.284 -0.643 -1.865 0.08
```
Forces are in eV/Å.

Computed properties:
LUMO level (eV): -4.5
Energy above the lowest of the compared OMol25 structures with the same formula, charge and spin (eV): 3.735
Charge: +1
E_HOMO (eV): -13.9
Gap between HOMO and LUMO (eV): 9.40

C4H2O2Sm | ωB97M-V/def2-TZVPD

```
9
Properties=species:S:1:pos:R:3:forces:R:3:lowdin_charge:R:1
O -2.434 -1.557 -1.491 1.253 3.911 1.271 0.28
C -2.303 -0.502 -1.007 -2.638 -3.208 0.063 -0.07
C -1.174 1.362 -0.717 -4.257 2.763 -1.246 -0.21
C -2.472 0.833 -0.487 3.331 -4.069 -0.307 -0.17
H -3.139 0.886 0.381 -0.693 0.984 -1.004 0.14
H -1.681 2.423 -0.831 2.258 -0.264 1.146 0.08
O 2.361 -1.004 -0.077 0.248 -0.315 -0.062 -0.18
C 2.850 -1.977 -0.392 -0.002 0.021 0.023 0.11
Sm 1.071 1.203 0.379 0.500 0.177 0.115 1.03
```
Forces are in eV/Å.

Computed properties:
Expectation value of S²: 15.757
LUMO level (spin up / spin down) (eV): -5.5 / -5.5
Energy above the lowest of the compared OMol25 structures with the same formula, charge and spin (eV): 0.000
Charge: +1
E_HOMO (spin up / spin down) (eV): -9.0 / -13.8
2S+1: 8
Gap between HOMO and LUMO (spin up / spin down) (eV): 3.43 / 8.38

C2H10Si2 | ωB97M-V/def2-TZVPD

```
14
Properties=species:S:1:pos:R:3:forces:R:3:lowdin_charge:R:1
C 1.413 3.506 2.815 1.242 -2.652 -0.440 -0.31
Si 1.611 1.953 1.984 0.166 1.392 0.587 0.68
H 1.807 3.486 3.812 0.106 0.026 0.639 -0.07
H 1.487 4.493 2.405 -0.714 0.181 -0.595 -0.05
H 1.100 1.694 0.692 -0.602 0.377 -1.348 -0.15
H 2.213 0.578 2.157 -0.204 0.668 1.153 -0.10
C -0.786 -1.798 -2.580 2.603 0.307 3.375 -0.35
Si -1.700 -2.138 -0.912 0.158 -0.348 -1.939 0.57
H -1.109 -0.889 -3.066 0.116 -0.066 -0.334 0.00
H 0.245 -1.646 -2.072 -1.013 0.669 -1.013 0.02
H -0.463 -2.630 -3.159 -0.752 -0.694 -0.952 -0.01
H -1.759 -3.690 -0.922 0.035 1.188 0.796 -0.07
H -2.976 -1.598 -1.425 -0.545 -0.052 1.000 -0.10
H -1.084 -1.321 0.272 -0.598 -0.996 -0.927 -0.07
```
Forces are in eV/Å.

Computed properties:
LUMO level (eV): 0.0
Energy above the lowest of the compared OMol25 structures with the same formula, charge and spin (eV): 3.228
Charge: 0
E_HOMO (eV): -8.6
Gap between HOMO and LUMO (eV): 8.67

C18H22ClF2N3O4 | ωB97M-V/def2-TZVPD

```
50
Properties=species:S:1:pos:R:3:forces:R:3:lowdin_charge:R:1
C -1.879 -0.746 1.164 -0.337 0.297 -0.042 -0.02
N -0.722 -1.607 1.314 0.155 -0.147 0.079 -0.06
C 0.486 -0.888 1.708 0.069 0.024 0.068 -0.16
C 1.347 -0.484 0.521 0.018 -0.108 -0.139 -0.18
C 2.572 0.325 0.927 0.146 -0.037 -0.082 -0.18
C 2.268 1.733 1.428 0.116 -0.135 0.229 -0.18
N 1.590 2.545 0.444 -0.089 0.261 -0.183 0.08
C 0.253 2.765 0.468 0.092 -0.035 0.046 -0.42
O -0.497 2.294 1.299 -0.102 -0.088 0.039 0.09
C -0.246 3.667 -0.606 0.040 -0.218 0.187 -0.16
C 0.361 4.636 -1.315 0.260 0.270 -0.145 0.08
C -0.663 5.202 -2.145 0.004 -0.122 0.055 -0.21
N -0.618 6.194 -3.036 0.341 0.004 0.103 0.12
C -1.750 6.453 -3.624 -0.139 0.016 -0.060 -0.74
Cl -1.732 7.734 -4.789 -0.070 0.176 -0.180 0.67
C -2.961 5.788 -3.393 -0.306 0.026 -0.119 -0.08
C -3.013 4.763 -2.474 -0.180 0.009 -0.063 0.04
C -1.820 4.487 -1.848 0.280 0.042 0.040 -0.20
O -1.568 3.550 -0.909 -0.125 -0.190 0.204 0.13
C -0.889 -2.907 0.975 0.035 0.174 0.108 -0.39
O -1.974 -3.322 0.590 -0.354 -0.091 -0.134 0.04
C 0.184 -4.008 1.032 0.361 -0.120 0.160 -0.45
C -0.376 -5.100 1.938 -0.137 -0.237 0.199 0.00
O 1.456 -3.591 1.537 -0.335 0.420 -0.098 -0.01
C 0.314 -4.499 -0.411 0.068 0.130 -0.359 -0.05
C 1.040 -5.800 -0.577 0.157 0.104 -0.204 -0.35
F 1.203 -6.052 -1.911 -0.004 -0.089 0.243 0.05
F 2.320 -5.737 -0.038 -0.270 -0.087 -0.066 0.03
H -2.744 -1.331 0.875 0.036 -0.033 -0.011 0.08
H -2.085 -0.239 2.107 0.025 0.045 0.004 0.10
H -1.691 0.017 0.407 0.011 0.042 0.026 0.09
H 0.150 0.013 2.223 -0.101 -0.040 -0.042 0.11
H 1.065 -1.453 2.426 0.143 -0.296 0.010 0.12
H 1.686 -1.387 0.013 -0.016 -0.060 -0.006 0.10
H 0.741 0.076 -0.200 0.014 0.004 0.051 0.11
H 3.120 -0.212 1.708 -0.011 0.032 0.007 0.12
H 3.254 0.394 0.072 -0.028 0.018 0.028 0.11
H 1.641 1.701 2.317 -0.084 0.036 -0.009 0.12
H 3.194 2.236 1.711 0.026 -0.003 -0.016 0.12
H 2.127 2.931 -0.315 -0.038 -0.041 -0.032 0.14
H 1.389 4.950 -1.250 -0.012 0.014 0.005 0.13
H -3.842 6.087 -3.939 0.004 0.020 -0.017 0.10
H -3.919 4.216 -2.255 -0.035 0.021 -0.031 0.13
H -1.268 -5.555 1.510 0.038 0.070 -0.006 0.10
H 0.377 -5.871 2.104 0.041 0.013 0.004 0.09
H -0.645 -4.682 2.907 0.055 0.014 0.024 0.10
H 2.104 -4.260 1.287 -0.047 0.003 0.014 0.09
H -0.681 -4.640 -0.835 0.011 0.007 0.111 0.14
H 0.814 -3.735 -1.016 0.094 -0.087 0.054 0.14
H 0.529 -6.651 -0.122 0.181 -0.030 -0.054 0.16
```
Forces are in eV/Å.

Computed properties:
LUMO level (eV): -0.1
Energy above the lowest of the compared OMol25 structures with the same formula, charge and spin (eV): 0.309
Charge: 0
E_HOMO (eV): -9.1
Gap between HOMO and LUMO (eV): 8.98

C22H24InN3O2S3 | ωB97M-V/def2-TZVPD

```
55
Properties=species:S:1:pos:R:3:forces:R:3:lowdin_charge:R:1
In -0.299 1.536 -0.841 -0.066 0.008 0.035 0.45
S -1.426 3.806 -4.614 0.007 -0.015 0.044 0.50
C -1.012 3.021 -3.243 -0.018 0.029 -0.044 -1.78
S -0.171 1.465 -3.282 0.006 0.035 0.077 0.45
S -1.357 3.656 -1.633 0.026 -0.053 -0.077 0.45
O -5.956 -2.844 0.263 0.001 -0.007 0.006 -0.05
C -6.131 -1.460 0.038 -0.003 0.012 0.001 -0.20
C -4.789 -0.796 -0.073 0.040 -0.022 -0.005 -0.16
C -4.701 0.582 -0.218 -0.021 -0.010 -0.002 0.01
C -3.458 1.165 -0.350 -0.027 0.021 0.011 -0.09
N -2.327 0.457 -0.327 0.041 -0.079 -0.007 0.05
C -2.398 -0.873 -0.180 0.141 -0.061 -0.015 -0.17
C -3.613 -1.531 -0.056 -0.035 0.065 -0.001 0.06
C -1.103 -1.620 -0.181 -0.099 0.094 0.014 -0.19
C -0.995 -2.919 0.303 0.051 0.023 -0.015 0.06
C 0.243 -3.544 0.275 -0.010 0.019 -0.009 -0.17
C 0.412 -4.959 0.774 0.006 0.005 -0.003 -0.21
O -0.632 -5.389 1.622 0.002 -0.001 0.000 -0.05
C 1.328 -2.839 -0.233 -0.013 -0.033 0.019 0.01
C 1.134 -1.545 -0.676 0.034 0.003 -0.002 -0.09
N -0.054 -0.952 -0.653 -0.119 -0.022 -0.024 0.05
H -6.817 -3.271 0.267 -0.003 -0.005 -0.001 0.10
H -6.687 -0.991 0.858 0.002 0.001 -0.004 0.13
H -6.686 -1.275 -0.888 0.004 0.004 0.003 0.14
H -5.588 1.201 -0.245 0.004 0.012 0.000 0.13
H -3.342 2.232 -0.502 -0.002 -0.006 -0.003 0.07
H -3.660 -2.605 0.031 0.008 -0.006 0.000 0.12
H -1.844 -3.442 0.715 -0.008 -0.004 0.002 0.12
H 1.389 -5.060 1.255 -0.004 -0.001 -0.006 0.13
H 0.404 -5.636 -0.083 0.001 0.004 0.003 0.14
H -0.524 -4.975 2.485 -0.005 -0.001 0.004 0.10
H 2.315 -3.281 -0.265 0.006 0.006 -0.001 0.12
H 1.960 -0.948 -1.048 -0.006 -0.003 -0.010 0.12
C 4.628 3.568 -1.562 -0.007 -0.003 -0.016 -0.10
N 4.142 2.616 -0.577 0.011 0.015 0.010 -0.27
C 4.361 1.255 -1.030 -0.016 -0.021 -0.010 -0.10
C 2.735 2.845 -0.297 -0.020 -0.069 -0.033 -0.19
C 2.223 2.075 0.900 0.010 0.019 0.077 -0.25
C 3.037 1.943 2.025 -0.012 0.027 0.010 -0.04
C 2.579 1.285 3.155 0.010 0.003 0.004 -0.08
C 1.296 0.755 3.178 -0.015 -0.003 0.007 -0.10
C 0.489 0.876 2.056 0.037 -0.015 0.050 -0.14
C 0.939 1.527 0.907 0.023 -0.036 -0.126 -0.21
H 5.690 3.400 -1.742 0.002 -0.002 0.004 0.08
H 4.499 4.584 -1.189 -0.002 0.002 0.003 0.08
H 4.097 3.483 -2.524 0.002 0.001 0.000 0.09
H 5.421 1.098 -1.233 0.002 0.003 0.001 0.08
H 3.796 1.034 -1.953 0.013 0.001 -0.003 0.09
H 4.053 0.549 -0.258 -0.001 0.008 0.009 0.08
H 2.126 2.592 -1.187 -0.006 0.055 0.006 0.08
H 2.588 3.915 -0.124 0.023 0.004 0.013 0.14
H 4.037 2.357 1.995 0.004 0.002 0.001 0.11
H 3.221 1.190 4.022 0.002 0.004 -0.001 0.10
H 0.930 0.248 4.062 -0.003 -0.002 -0.002 0.10
H -0.507 0.441 2.079 0.003 -0.003 0.006 0.09
```
Forces are in eV/Å.

Computed properties:
LUMO level (eV): -0.8
Energy above the lowest of the compared OMol25 structures with the same formula, charge and spin (eV): 0.028
Charge: 0
E_HOMO (eV): -7.1
Gap between HOMO and LUMO (eV): 6.36

C10H10N2O | ωB97M-V/def2-TZVPD

```
23
Properties=species:S:1:pos:R:3:forces:R:3:lowdin_charge:R:1
C 3.634 -1.149 0.179 1.798 1.363 0.987 -0.03
N 2.460 -0.429 -0.171 2.164 1.340 0.521 -0.09
C 1.219 -0.965 -0.252 -1.445 5.820 1.082 0.04
C 0.363 0.172 -0.108 2.716 -4.528 -1.009 -0.22
C -1.017 0.157 -0.042 -3.247 -0.007 1.006 -0.17
C -1.712 -1.086 0.039 0.033 1.952 -0.692 -0.01
C -3.103 -1.051 -0.085 -0.331 -0.020 0.896 -0.08
C -3.751 0.182 0.013 1.317 0.598 -1.172 -0.08
C -3.042 1.433 0.000 -2.882 -1.681 0.761 -0.08
C -1.710 1.398 0.063 2.297 -1.019 -0.700 -0.05
N 1.153 1.264 -0.125 -0.070 1.119 0.332 0.18
C 2.481 0.973 -0.091 0.359 0.574 -0.116 -0.46
O 3.394 1.811 -0.020 -0.744 -1.766 -0.023 0.03
H 3.969 -1.684 -0.653 0.668 -1.256 -1.182 0.07
H 3.625 -1.764 1.082 -0.748 -0.073 -0.151 0.10
H 4.423 -0.388 0.397 -0.573 -0.468 -0.321 0.11
H 1.174 -1.973 -0.303 -0.894 -2.801 -0.116 0.09
H -1.095 -1.952 0.179 -0.191 -0.579 -0.291 0.10
H -3.770 -1.945 -0.162 1.012 0.665 0.243 0.12
H -4.800 0.118 -0.055 -1.122 0.467 0.029 0.08
H -3.578 2.369 0.029 -0.140 0.000 0.045 0.10
H -1.127 2.307 0.133 -0.153 0.111 -0.138 0.10
H 0.811 2.201 -0.049 0.177 0.189 0.009 0.15
```
Forces are in eV/Å.

Computed properties:
LUMO level (eV): 0.4
Energy above the lowest of the compared OMol25 structures with the same formula, charge and spin (eV): 0.854
Charge: 0
E_HOMO (eV): -7.2
Gap between HOMO and LUMO (eV): 7.62